A molecular structure, C32H50CaN3O5P. Source: the Open Molecules 2025 dataset; level of theory: ωB97M-V with the def2-TZVPD basis set.

XYZ file:
```
92
Properties=species:S:1:pos:R:3:forces:R:3
Ca -0.14861 0.08800 -0.02038 0.12 0.01 0.14
O 3.89815 -0.83819 5.78989 -0.02 0.00 0.02
C 2.53850 -0.53466 5.99239 0.10 0.02 -0.10
C 1.90623 -0.25365 4.65852 -0.11 -0.02 0.19
C 0.52830 -0.08067 4.56599 -0.05 0.03 -0.06
C -0.02813 0.17194 3.33257 -0.05 0.00 -0.16
N 0.69265 0.29004 2.20741 0.30 -0.11 0.17
C 2.02603 0.15794 2.30359 0.28 0.12 -0.35
C 2.65927 -0.14069 3.50229 -0.06 0.02 -0.03
C 2.84691 0.38040 1.05568 -0.13 -0.08 0.25
C 4.19041 0.70649 1.16525 -0.07 0.01 0.01
C 4.93575 0.93180 0.01949 0.18 0.03 -0.12
C 6.39041 1.30601 0.08189 -0.13 -0.02 0.10
O 6.78906 1.34114 1.43097 0.02 0.01 -0.03
C 4.30360 0.81517 -1.21234 -0.10 -0.04 -0.02
C 2.96593 0.49126 -1.23957 -0.10 -0.02 0.01
N 2.23419 0.27783 -0.13763 0.14 -0.04 0.23
H 4.33498 -0.94827 6.63994 0.01 0.00 0.00
H 2.40912 0.35494 6.62015 0.00 -0.01 0.01
H 2.00150 -1.35914 6.47364 0.00 -0.02 0.00
H -0.11121 -0.14739 5.43660 0.03 0.00 0.02
H -1.10030 0.28755 3.22306 0.00 0.00 0.02
H 3.72581 -0.29257 3.54595 0.00 -0.01 0.07
H 4.66078 0.81277 2.12951 0.05 0.04 -0.03
H 6.50933 2.28014 -0.40630 0.04 0.00 0.01
H 6.96083 0.56987 -0.49520 0.02 0.00 0.00
H 7.71732 1.58756 1.48499 0.01 0.00 0.02
H 4.83692 0.97856 -2.13957 0.01 0.00 0.01
H 2.44317 0.39632 -2.18480 0.03 0.01 -0.02
N -1.32770 -5.00911 1.62715 0.01 -0.01 -0.05
C -1.69838 -3.65038 1.98151 -0.14 0.00 0.05
C -1.28611 -2.71971 0.86777 0.22 0.12 -0.32
O -0.54894 -3.26094 -0.07035 -0.04 0.10 0.04
O -1.55469 -1.52450 0.81678 -0.15 -0.18 0.24
H -2.11612 -5.56475 1.32454 -0.05 -0.02 0.03
H -0.86670 -5.49858 2.38003 0.03 -0.03 0.01
H -0.47749 -4.21947 0.18446 0.04 -0.18 0.06
H -1.15791 -3.31417 2.86923 -0.03 0.01 0.01
H -2.75970 -3.49070 2.18024 0.00 -0.04 0.01
O -0.94476 1.93409 -0.74020 -0.79 0.20 -0.66
P -2.08262 1.99544 -1.79403 0.65 -0.02 0.54
C -3.61549 2.54712 -1.01459 -0.33 0.01 0.17
C -4.71007 3.17986 -1.93393 0.05 -0.16 -0.02
C -5.10227 4.58647 -1.49195 0.02 0.10 -0.09
C -5.57012 4.63592 -0.03927 -0.03 0.02 0.05
C -4.67160 3.78606 0.87991 -0.02 -0.06 0.07
C -3.34356 3.43310 0.22026 0.15 -0.04 -0.10
C -1.52411 3.03202 -3.14295 0.20 0.16 -0.34
C -1.39835 4.49161 -2.66802 -0.11 -0.07 0.11
C -0.65892 5.33508 -3.70621 0.04 0.06 0.02
C -1.13261 5.05324 -5.14649 0.12 -0.01 -0.04
C -2.45031 4.29141 -5.16211 -0.12 0.04 -0.04
C -2.28200 2.92654 -4.49914 0.06 -0.16 0.06
C -2.33440 0.26456 -2.31484 -0.11 -0.15 -0.16
C -3.64789 -0.02355 -3.10803 0.04 -0.07 0.08
C -3.37480 -0.48612 -4.53527 -0.03 0.14 -0.06
C -2.54226 -1.76608 -4.56627 0.04 -0.09 -0.02
C -1.43180 -1.76315 -3.50017 0.04 -0.05 0.07
C -1.10618 -0.34859 -3.02769 -0.02 0.20 -0.05
H -4.01964 1.60162 -0.62448 0.00 0.04 0.03
H -5.59058 2.53408 -1.89446 -0.03 0.05 -0.01
H -4.40788 3.20208 -2.98179 0.02 0.04 0.08
H -5.88174 4.96107 -2.15689 -0.02 -0.01 0.02
H -4.25423 5.26278 -1.62583 0.00 -0.01 0.01
H -6.60328 4.29152 0.03134 0.01 -0.03 -0.02
H -5.57752 5.67352 0.29592 0.01 0.00 -0.01
H -5.17697 2.85098 1.14276 0.00 0.01 -0.02
H -4.48584 4.29809 1.82426 -0.01 0.04 -0.02
H -2.69476 2.90491 0.91898 -0.01 -0.02 0.00
H -2.80092 4.33461 -0.07335 -0.03 0.03 0.02
H -0.50017 2.66093 -3.29208 -0.02 0.03 0.01
H -0.87830 4.54238 -1.70937 0.01 -0.04 0.00
H -2.40152 4.88801 -2.49923 0.02 0.04 -0.04
H 0.41307 5.14528 -3.61650 0.00 -0.01 -0.03
H -0.79861 6.38779 -3.45695 -0.02 -0.01 0.00
H -0.38347 4.45716 -5.67677 -0.02 -0.02 0.02
H -1.21570 5.98365 -5.70674 -0.05 0.00 0.02
H -2.80492 4.14931 -6.18370 0.03 -0.01 0.00
H -3.22961 4.86639 -4.65252 0.02 0.01 0.02
H -1.69711 2.28437 -5.16338 -0.01 0.03 -0.02
H -3.25146 2.43744 -4.39733 0.02 0.04 0.01
H -2.46081 -0.25569 -1.35114 0.02 0.08 0.03
H -4.30831 0.84454 -3.09900 0.04 0.01 -0.05
H -4.19675 -0.80735 -2.58029 0.00 -0.01 -0.03
H -2.85935 0.30536 -5.08255 0.01 -0.02 0.00
H -4.31850 -0.63845 -5.05944 -0.01 -0.02 0.03
H -2.10384 -1.88714 -5.55722 -0.01 0.01 0.00
H -3.18574 -2.63337 -4.41070 -0.01 0.01 0.00
H -0.53169 -2.24758 -3.87945 0.00 0.01 -0.03
H -1.74106 -2.34811 -2.62757 -0.02 0.02 0.00
H -0.81172 0.28787 -3.86733 -0.05 -0.08 -0.07
H -0.19402 -0.38052 -2.40552 -0.14 0.04 0.00
```
Positions in Å, forces in eV/Å.

Results
**Frontier orbital gap**: 9.18 eV
**Total charge**: +2
**Largest force on an atom**: 1.05 eV/A

=====

8 unconnected molecules or ions with the total composition C32H50O16. Source: the Open Molecules 2025 dataset; level of theory: ωB97M-V with the def2-TZVPD basis set.

XYZ file:
```
98
Properties=species:S:1:pos:R:3:forces:R:3
O -1.30141 4.31325 4.16285 0.02 -1.03 -2.06
C -1.60348 3.52557 3.27690 -0.23 0.47 -0.08
O -1.26703 3.53772 1.95394 -0.31 -0.07 1.32
C -0.56402 4.63189 1.44295 1.66 0.57 -0.60
C 0.95244 4.46081 1.60050 0.06 0.04 -0.09
C -2.56218 2.39940 3.44565 -0.36 -0.71 1.42
H -0.87199 5.56775 1.90925 -0.23 -0.06 -0.03
H -0.79774 4.60557 0.37863 -0.15 0.41 0.01
H 1.51110 5.32769 1.24761 -0.27 0.33 0.12
H 1.34384 3.66040 0.97261 -0.22 -0.37 0.17
H 1.22742 4.29204 2.64165 -0.01 -0.07 -0.02
H -2.89957 2.52661 4.47428 -0.51 -0.27 -0.12
H -2.12373 1.40347 3.38249 0.52 0.17 -0.10
H -3.38638 2.36451 2.73321 0.07 0.51 0.03
O 4.50916 -1.52433 0.58461 0.09 -0.18 0.47
C 5.37733 -2.30669 0.30434 -1.38 1.28 -0.14
O 5.67274 -2.49643 -0.99860 -0.43 -0.11 0.20
C 6.69841 -3.46017 -1.11510 0.30 0.34 -0.11
C 7.37964 -3.44515 0.24975 -0.67 -0.63 -0.13
C 6.22783 -3.14784 1.22163 -0.07 0.14 -1.09
H 7.30306 -3.12178 -1.95652 0.28 -0.29 0.16
H 6.29573 -4.44978 -1.33101 -0.23 0.00 -0.11
H 8.01321 -2.55957 0.29913 0.82 -0.69 0.05
H 7.73952 -4.46992 0.34150 1.10 0.54 0.62
H 6.48943 -2.58728 2.11909 -0.04 -0.19 -0.12
H 5.60749 -4.01082 1.46359 0.19 -0.18 0.20
O 4.19633 3.10862 4.20428 0.70 0.80 -0.33
C 3.42586 2.35102 4.69500 -0.55 0.56 -0.70
O 2.23840 2.79968 5.21559 1.13 -0.14 0.23
C 1.52933 1.69803 5.76034 -0.62 -0.70 -0.96
C 2.51266 0.53498 5.85739 0.23 -0.36 -0.38
C 3.57413 0.86839 4.75907 -0.74 -0.51 1.40
H 0.80207 1.42464 4.99585 -0.42 0.04 0.22
H 1.02162 1.96408 6.68747 0.24 0.13 -0.06
H 1.99295 -0.38098 5.57631 0.07 -0.09 0.41
H 2.89440 0.48564 6.87716 0.35 -0.23 -0.16
H 3.32895 0.35959 3.82681 -0.29 0.42 -0.12
H 4.61335 0.60559 4.95670 -0.13 0.10 0.35
O -0.52167 1.86272 -7.28842 0.58 -0.46 2.93
C -0.16072 1.74751 -6.11945 0.39 0.12 -0.84
O -0.22756 0.60579 -5.38037 -1.52 -0.99 -1.93
C 0.21800 0.71117 -4.05484 0.65 -0.10 0.43
C 1.20607 1.82532 -4.10045 0.08 1.40 -0.38
C 0.62606 2.70472 -5.23029 0.65 0.56 0.07
H 0.73125 -0.21494 -3.79600 -0.51 -0.18 0.08
H -0.59357 0.95712 -3.37003 -0.18 -0.37 -0.17
H 2.20312 1.47900 -4.37257 0.01 0.03 0.21
H 1.20401 2.39394 -3.17052 0.43 -0.14 0.04
H 1.41904 3.17777 -5.80952 -0.17 0.07 -0.12
H 0.03333 3.50308 -4.78378 -0.37 -0.08 -0.34
O -2.72429 1.77241 -4.22095 -1.07 0.13 2.99
C -3.35536 1.74933 -3.15542 -0.87 0.01 -3.50
O -2.85961 1.47933 -1.96213 0.64 -0.39 0.02
C -3.89329 1.45947 -0.97087 0.65 0.36 1.97
C -5.21539 1.35772 -1.63939 -0.83 1.14 -0.12
C -4.90247 1.96702 -3.03685 0.31 -1.40 0.19
H -3.79973 2.38350 -0.40033 -0.07 0.44 -0.28
H -3.69638 0.72452 -0.19037 0.18 -0.56 -0.60
H -5.93817 1.89692 -1.02707 -0.02 0.44 -0.23
H -5.66937 0.36678 -1.64543 0.59 -0.27 -0.54
H -5.11017 3.00754 -3.28639 -0.16 0.05 0.59
H -5.46517 1.35350 -3.74046 0.50 0.22 -0.53
O 1.03183 -0.04986 2.93806 -0.42 -0.11 -1.52
C 0.70541 -0.00837 1.76356 -0.43 0.57 1.82
O -0.55175 0.42073 1.40851 0.55 -0.49 0.87
C -0.74974 0.20712 0.01769 -2.58 0.40 0.26
C 0.57731 0.12228 -0.56583 0.74 -0.56 -1.94
C 1.50479 -0.29592 0.53380 0.80 0.65 0.46
H -1.21975 1.08191 -0.43167 -0.39 -0.07 0.57
H -1.45420 -0.60741 -0.15074 0.20 -0.42 0.18
H 0.62896 1.15954 -0.89676 1.64 -0.14 -0.27
H 0.57483 -0.55802 -1.41748 0.19 0.22 -0.11
H 2.38457 0.34675 0.56652 0.13 -0.07 0.14
H 1.91818 -1.30412 0.56078 -0.33 -0.09 -0.30
O -4.16527 -1.52549 0.39390 0.85 -1.39 0.57
C -3.39094 -2.36735 0.82089 -0.81 0.58 -1.54
O -3.02267 -3.44844 0.07004 0.18 -0.57 0.56
C -1.97835 -4.24487 0.78029 -0.40 0.53 -1.05
C -1.38211 -3.24138 1.72763 0.27 0.32 1.16
C -2.59219 -2.32947 2.06162 1.15 -0.05 0.69
H -1.30282 -4.64846 0.02606 0.09 0.43 -0.12
H -2.38830 -5.13730 1.25316 -0.57 0.34 0.23
H -0.53034 -2.67875 1.34548 -0.25 0.06 -0.56
H -0.96579 -3.72604 2.61074 -0.23 -0.05 0.13
H -2.35002 -1.28635 2.26499 0.19 -0.10 0.10
H -3.10239 -2.72541 2.93970 -0.38 0.01 -0.18
O 0.18017 -3.10216 -2.38335 -0.55 0.72 0.68
C -0.99283 -2.88427 -2.55023 0.16 0.20 -1.92
O -1.56732 -1.64607 -2.56880 0.10 0.19 0.34
C -2.93623 -1.68069 -3.04240 -0.26 1.29 -0.35
C -3.26784 -3.08692 -3.36852 -0.45 -1.86 0.84
C -2.02692 -3.89245 -2.93288 -0.30 -0.47 -0.25
H -3.08323 -1.09495 -3.94981 0.99 0.30 -0.12
H -3.64953 -1.19027 -2.37999 0.53 -0.31 0.88
H -3.53133 -3.15357 -4.42409 0.34 -0.45 0.06
H -4.11732 -3.45172 -2.79110 -0.16 0.16 -0.09
H -1.73238 -4.62589 -3.68348 0.54 0.38 -0.05
H -2.06351 -4.47369 -2.01151 -0.98 -0.12 0.00
```
Positions in Å, forces in eV/Å.

Results
**SMILES**: CCOC(C)=O.O=C1CCCO1.O=C1CCCO1.O=C1CCCO1.O=C1CCCO1.O=C1CCCO1.O=C1CCCO1.O=C1CCCO1
**Frontier orbital gap**: 10.07 eV
**Largest force on an atom**: 3.60 eV/A

=====

A molecular structure, C32H51FeN4OP2S. Source: the Open Molecules 2025 dataset; level of theory: ωB97M-V with the def2-TZVPD basis set.

XYZ file:
```
92
Properties=species:S:1:pos:R:3:forces:R:3
C 1.94616 -1.91408 -0.92426 0.13 0.58 0.00
C 1.57891 0.21392 -1.86021 -0.06 -0.26 0.87
C 2.89924 -2.20558 -1.89541 -0.27 -0.18 0.04
C 2.45679 -0.06734 -2.90695 -0.12 -0.18 -0.12
C 3.13829 -1.28168 -2.91309 -0.17 0.30 0.20
H 3.40258 -3.16867 -1.84622 -0.09 0.19 -0.22
H 2.58410 0.68178 -3.68722 0.09 -0.26 0.12
H 3.84097 -1.50431 -3.71120 -0.06 0.01 0.16
N 1.37291 -0.69428 -0.85522 0.74 -0.04 -1.27
P -0.18578 -2.45547 0.76048 -0.04 -0.82 0.03
P 0.66753 2.16016 -0.02021 0.26 0.89 -1.09
C 1.48049 -2.93113 0.09356 0.22 -0.20 0.10
H 1.45833 -3.93903 -0.35269 0.11 0.41 0.09
H 2.19615 -2.97861 0.93207 -0.26 0.07 -0.28
C 0.78660 1.44769 -1.73019 -2.14 -0.02 -0.89
H 0.90823 2.17676 -2.54016 0.38 -0.22 0.24
C -0.60372 3.59011 -0.16253 0.26 -0.12 -0.26
C 2.39117 2.87606 0.24219 -0.52 0.22 -0.11
C -1.39125 -3.23213 -0.49587 0.09 -0.39 0.35
C -0.21026 -3.33537 2.43828 -0.19 -0.34 -0.50
C -1.93793 3.11685 0.43610 -0.17 -0.02 -0.11
H -1.84250 2.88867 1.50403 -0.01 0.10 -0.14
H -2.67543 3.92588 0.31865 0.18 -0.16 0.12
H -2.33401 2.23082 -0.07012 0.09 0.20 0.13
C -0.14674 4.81824 0.63618 -0.09 0.15 0.01
H 0.01848 4.57961 1.69386 -0.02 0.07 -0.23
H 0.75314 5.28305 0.21640 -0.23 -0.14 0.16
H -0.95041 5.56946 0.59181 0.17 -0.19 0.01
C -0.84932 4.00767 -1.62125 -0.20 0.16 0.01
H -1.54606 4.86033 -1.61003 0.13 -0.20 -0.07
H 0.05743 4.34081 -2.13886 -0.22 -0.07 0.11
H -1.31703 3.20551 -2.20382 0.12 0.27 0.11
C 2.46773 3.45157 1.67449 0.26 0.13 0.09
H 1.85232 2.87748 2.37951 0.16 0.24 -0.14
H 3.50683 3.37577 2.02235 -0.19 0.08 0.00
H 2.18178 4.50747 1.71791 0.04 -0.34 0.03
C 3.43233 1.75083 0.14293 0.04 -0.14 0.04
H 3.24701 0.96962 0.89085 0.06 0.11 -0.20
H 3.46886 1.30153 -0.85554 0.04 0.12 0.27
H 4.42156 2.18939 0.34765 -0.24 -0.11 -0.06
C 2.67802 3.94579 -0.83786 0.52 0.18 -0.10
H 1.89429 4.05265 -1.59923 0.27 -0.05 0.32
H 2.84122 4.92901 -0.37666 -0.04 -0.19 -0.19
H 3.60085 3.68407 -1.37454 -0.19 0.13 0.08
C -1.58055 -3.09729 3.09567 -0.05 -0.17 0.17
H -1.53101 -3.39967 4.15179 0.02 0.02 -0.16
H -1.87654 -2.03855 3.06055 0.07 -0.21 -0.08
H -2.37032 -3.70157 2.62894 0.28 0.24 0.19
C 0.88681 -2.71992 3.32084 -0.02 0.17 0.04
H 1.89104 -2.90030 2.91705 -0.21 0.10 0.17
H 0.75958 -1.63935 3.45613 0.07 -0.30 -0.09
H 0.84226 -3.19265 4.31501 0.00 0.08 -0.27
C 0.07555 -4.84344 2.31603 -0.02 -0.17 0.42
H 0.37420 -5.21626 3.30664 -0.04 0.00 -0.19
H -0.80769 -5.41950 2.01835 0.31 0.20 0.07
H 0.90099 -5.06552 1.62607 -0.24 0.05 0.17
C -1.17755 -2.64818 -1.90419 -0.01 0.25 -0.14
H -1.69083 -3.29183 -2.63701 0.18 0.11 0.28
H -1.62034 -1.65198 -1.99121 0.21 -0.24 0.08
H -0.12131 -2.58918 -2.19086 -0.17 -0.08 -0.04
C -2.81961 -2.88443 -0.04856 -0.15 0.02 -0.03
H -2.94679 -1.79580 0.04700 0.06 -0.28 -0.05
H -3.52452 -3.24111 -0.81390 0.13 0.08 0.16
H -3.09334 -3.35586 0.90243 0.03 0.08 -0.34
C -1.20657 -4.75553 -0.60714 -0.33 -0.07 -0.04
H -0.17158 -5.03204 -0.84463 -0.25 -0.02 0.07
H -1.53162 -5.29159 0.29015 0.12 0.15 -0.28
H -1.83575 -5.10902 -1.43670 0.16 0.03 0.18
Fe -0.03384 -0.11316 0.53178 -0.41 -0.48 -0.04
C 0.65044 0.55274 2.23835 3.78 -1.85 0.86
O 1.77239 0.47600 2.75166 -2.29 0.86 -0.22
N -1.35832 0.25446 -0.78104 -0.83 1.18 -2.57
C -1.01346 0.78094 -1.86692 2.74 -0.46 2.90
C -1.62686 0.89479 -3.17351 -0.38 -0.08 -0.55
C -3.01843 0.75936 -3.15625 -0.13 0.17 -0.41
C -0.93072 1.10044 -4.38077 -0.55 0.00 0.34
C -3.74281 0.92053 -4.33289 0.29 -0.04 -0.05
H -3.49707 0.54279 -2.19876 0.07 0.15 -0.34
C -1.66578 1.23550 -5.56041 -0.05 -0.07 0.20
H 0.15971 1.13595 -4.38605 -0.36 0.07 -0.03
C -3.06535 1.16471 -5.53446 0.04 -0.01 0.15
H -4.82725 0.85502 -4.29671 0.18 0.01 -0.16
H -1.14094 1.39994 -6.50151 -0.19 -0.05 0.22
H -3.63330 1.29492 -6.45786 0.21 -0.04 0.28
N -1.27348 -0.25348 5.58223 -0.03 -0.24 0.04
C -0.38306 0.39332 4.83242 -0.28 1.04 -0.51
N 0.79938 0.74393 5.33787 -0.39 -0.15 -0.14
S -0.88379 0.88432 3.19770 -0.41 0.08 2.44
H -1.03419 -0.58632 6.51052 -0.15 0.06 -0.28
H -2.16242 -0.53127 5.17651 0.38 0.14 0.22
H 1.53713 1.08097 4.72110 -0.29 -0.13 -0.05
H 1.00767 0.59327 6.31859 0.03 -0.14 -0.32
```
Positions in Å, forces in eV/Å.

Results
**Multiplicity**: 5
**ΔE to the lowest compared entry with this formula, charge and spin**: 0.0 kcal/mol
**Frontier orbital gap (alpha / beta)**: 6.15 / 7.47 eV
**Total charge**: +1
**Largest force on an atom**: 4.30 eV/A
**⟨S²⟩**: 6.042